Entry from the Open Molecules 2025 dataset: a structure of composition C35H55AsClF32NO6PSi (ωB97M-V/def2-TZVPD).

Structure (XYZ):
```
133
Properties=species:S:1:pos:R:3:forces:R:3:lowdin_charge:R:1
C -5.211969 -2.829175 3.521763 0.1 0.6 0.2 -0.1158
C -4.042419 -1.780242 3.338662 -0.5 -0.1 1.8 -0.3586
N -2.734916 -2.389780 3.596652 -0.9 0.3 -0.5 -0.2472
As -1.620285 -2.577143 2.036717 -0.6 -1.2 0.5 0.6856
C -0.030623 -2.738936 3.277608 1.2 0.5 -0.1 -0.3524
C 0.826420 -1.460191 3.564512 0.1 -0.7 1.4 -0.2960
C 0.398911 -0.738105 4.903013 1.8 0.1 -1.2 -0.5812
Cl -0.886012 0.521280 4.692319 0.2 -0.5 0.4 0.5392
O -1.437452 -0.703670 1.854411 -0.2 0.3 -0.8 -0.4443
C -1.995962 -0.146624 0.698041 0.0 2.0 0.6 -0.3156
C -1.818780 1.428196 0.860928 1.1 -0.3 -1.3 -0.3408
C -0.821898 1.928094 -0.273934 0.1 0.1 0.8 -0.0492
O -3.089040 2.127825 0.811586 0.6 -0.5 -0.2 -0.0669
P -0.170158 -3.039197 0.247079 1.3 -0.8 -0.3 0.8188
C -1.020624 -3.733690 -1.271661 -0.7 0.8 -0.8 -0.4591
C -2.442704 -3.183493 -1.635198 -0.1 -0.5 -1.0 -0.1861
C 1.008130 -1.630962 -0.157779 0.9 0.2 -0.2 -0.4511
C 2.471226 -2.066768 0.290454 -0.5 -0.5 -0.4 -0.1891
Si -1.988093 -4.943672 2.196167 0.3 -0.7 0.6 0.4305
C -2.375772 -5.442187 4.028010 -0.1 -0.6 -0.7 -0.2357
C -3.487710 -5.528324 1.166474 -0.4 0.5 -0.5 -0.2376
C -0.469482 -6.004304 1.712535 -0.1 -1.3 0.0 -0.2757
H -6.144834 -2.474576 3.028282 0.5 -0.3 0.2 0.0573
H -5.439698 -2.931944 4.610890 0.2 0.0 -0.7 0.0612
H -4.940104 -3.839446 3.164842 -0.1 0.6 -0.1 0.0313
H -4.122170 -1.213938 2.390324 0.1 -0.5 0.2 0.0711
H -4.213281 -1.032607 4.158414 0.0 -0.3 -0.7 0.0985
H -2.251477 -1.937172 4.362392 -0.1 0.2 -0.3 0.0115
H -2.875587 -2.509087 1.113228 -0.4 0.4 0.0 -0.0166
H 0.650787 -3.493848 2.817366 -0.6 0.5 0.1 0.0332
H -0.353391 -3.175345 4.248130 0.0 0.3 -0.6 0.0535
H 1.863312 -1.826318 3.803589 -0.6 0.3 -0.1 0.1001
H 0.957516 -0.756795 2.725177 -0.5 -0.3 0.4 0.0809
H 0.189399 -1.487252 5.683863 -0.6 0.5 -0.5 0.0562
H 1.310075 -0.199476 5.236773 -0.8 -0.1 -0.1 0.0421
H -3.084609 -0.321037 0.556748 0.4 -0.2 0.2 0.0938
H -1.485576 -0.411291 -0.254938 -0.1 -0.3 0.5 0.0803
H -1.318170 1.649522 1.825365 -0.4 -0.4 -0.4 0.1164
H -1.164430 1.685168 -1.297448 0.1 0.2 0.6 0.0521
H 0.155774 1.411199 -0.122392 -0.7 0.2 -0.1 0.0704
H -0.585614 3.017947 -0.189309 -0.4 -0.6 -0.1 0.0729
H -2.898298 2.976340 1.215186 -0.2 0.2 0.0 0.0747
H -1.098370 -4.845725 -1.210641 0.2 0.8 0.3 0.0440
H -0.369024 -3.545646 -2.163330 -0.2 -0.1 0.7 0.0568
H -2.538039 -2.087116 -1.602468 0.2 -0.4 0.2 0.0333
H -3.269125 -3.625548 -1.044928 0.6 0.3 -0.1 0.0392
H -2.645846 -3.478874 -2.700362 0.0 0.2 0.7 0.0619
H 1.027800 -1.436407 -1.256022 -0.1 0.0 0.6 0.0506
H 0.772328 -0.681763 0.377971 -0.2 -0.7 -0.5 0.0332
H 2.684213 -1.806644 1.345925 -0.2 0.0 -0.6 0.0449
H 2.506925 -3.179713 0.229548 0.2 0.8 0.0 0.0395
H 3.263825 -1.646175 -0.366844 -0.4 -0.1 0.4 0.0406
H -2.511407 -6.553473 4.024898 0.3 0.6 0.2 0.0157
H -3.333245 -5.003405 4.366209 0.7 0.0 0.0 -0.0010
H -1.512191 -5.152243 4.658745 -0.7 -0.2 -0.1 0.0101
H -4.008417 -6.422190 1.571593 0.4 0.4 -0.3 0.0218
H -4.230557 -4.691494 1.131236 0.4 -0.6 0.1 0.0091
H -3.196220 -5.698884 0.102030 -0.2 -0.1 0.7 0.0127
H -0.726775 -7.073696 1.963217 0.2 0.7 -0.1 0.0196
H 0.459033 -5.774636 2.273560 -0.6 0.1 -0.3 0.0141
H -0.218162 -6.004326 0.633997 -0.2 0.2 0.6 -0.0087
C -4.674076 3.014292 -5.467323 -0.6 0.3 0.3 -0.0408
C -3.286873 2.981882 -6.158310 -0.1 0.1 1.0 -0.4335
C -2.845517 1.660700 -6.799790 0.2 -0.2 -0.6 -0.3138
F -2.720956 0.664194 -5.917977 -0.2 0.0 0.5 0.1115
F -1.626496 1.819499 -7.374952 0.0 0.3 -0.1 0.0891
F -2.354464 3.421124 -5.286502 0.1 -0.1 -0.1 0.1298
F -3.337997 3.907742 -7.163369 -0.1 -0.2 -0.2 0.0901
O -4.731868 2.890916 -4.040739 0.8 -0.7 -0.3 0.0340
C -4.784480 1.626263 -3.431267 -0.6 0.8 -0.7 -0.5163
C -3.567213 1.365766 -2.541339 0.5 0.3 0.7 -0.2943
F -2.425054 1.415086 -3.259154 0.0 0.1 -0.6 0.0852
F -3.628621 0.145464 -1.988355 -0.4 -0.3 -0.1 0.1137
F -4.978295 0.672671 -4.354933 0.3 -0.3 -0.1 0.1480
F -5.887350 1.626995 -2.661904 0.1 0.0 0.3 0.1552
H -5.051803 4.023211 -5.644146 0.2 0.0 0.0 0.1436
H -5.393160 2.356865 -5.956861 0.2 -0.3 0.0 0.1418
H -3.547719 1.353339 -7.580164 -0.1 0.1 0.0 0.1714
H -3.491716 2.102075 -1.736482 -0.3 0.1 0.0 0.1610
C 3.594706 0.154552 9.154609 0.2 0.5 0.3 -0.0309
C 2.940613 -0.655465 8.006694 0.9 0.2 0.0 -0.4323
C 2.103115 -1.881204 8.394882 -0.7 -0.2 -0.2 -0.3065
F 2.820348 -2.831851 9.013147 0.5 0.1 0.3 0.1019
F 1.589223 -2.455947 7.284788 0.1 0.2 -0.1 0.0953
F 3.892667 -0.991348 7.110563 0.0 -0.2 0.1 0.1339
F 2.103471 0.212797 7.369828 -0.2 -0.2 0.4 0.0958
O 4.985845 -0.064747 9.446703 -0.2 -1.1 -0.1 0.0317
C 5.387520 -1.074011 10.330471 -0.9 1.4 -0.3 -0.5310
C 6.260372 -2.128373 9.643844 0.4 -0.3 -0.3 -0.2915
F 5.608910 -2.735495 8.639693 -0.3 0.1 0.0 0.1088
F 6.614003 -3.087383 10.529820 0.0 0.1 0.3 0.0964
F 4.330893 -1.598505 10.963447 -0.1 -0.5 -0.1 0.1523
F 6.125839 -0.466210 11.281866 0.4 -0.1 0.0 0.1418
H 3.574456 1.190357 8.812366 0.1 -0.1 -0.1 0.1462
H 2.988916 0.147856 10.060855 0.0 -0.3 0.0 0.1419
H 1.269089 -1.594135 9.041683 0.1 0.2 0.0 0.1746
H 7.165005 -1.673253 9.235790 0.0 0.2 0.1 0.1744
C 3.691668 -1.148383 -3.888660 -0.3 -0.5 0.1 -0.0247
C 4.355440 0.153103 -3.371689 0.3 -0.8 0.2 -0.4403
C 4.641145 1.264912 -4.388150 -0.2 0.7 0.0 -0.3072
F 5.508473 0.896945 -5.343888 0.1 -0.5 -0.1 0.0968
F 5.197987 2.330058 -3.757519 -0.1 -0.1 0.2 0.0880
F 5.480655 -0.168735 -2.696406 0.2 0.1 -0.2 0.1278
F 3.498686 0.679408 -2.456615 -0.2 0.2 -0.3 0.1072
O 4.547317 -2.279784 -4.128562 0.7 0.7 -0.5 0.0358
C 5.194608 -2.448614 -5.357259 -1.5 0.2 0.9 -0.5321
C 6.718728 -2.428221 -5.211923 0.5 -0.2 0.2 -0.2881
F 7.156001 -1.262906 -4.705042 -0.2 0.2 0.0 0.1027
F 7.304932 -2.581990 -6.422558 -0.2 -0.1 -0.2 0.0930
F 4.742146 -1.567638 -6.259576 0.3 0.3 -0.2 0.1500
F 4.829735 -3.664770 -5.810286 0.3 -0.3 0.0 0.1449
H 3.048739 -1.485347 -3.072678 0.2 0.0 0.1 0.1360
H 3.011489 -0.968184 -4.721237 0.3 0.2 -0.2 0.1442
H 3.716769 1.602897 -4.864732 -0.1 -0.1 0.1 0.1720
H 7.053215 -3.231680 -4.552994 -0.2 -0.1 0.0 0.1748
C -1.558536 6.900599 -5.649026 0.1 -0.6 -0.1 -0.0327
C -2.093920 8.192011 -4.980502 0.6 -0.6 0.5 -0.4358
C -1.903071 9.518546 -5.725535 -0.5 0.5 -0.2 -0.3112
F -0.614964 9.840615 -5.907627 0.4 -0.3 0.0 0.1016
F -2.451873 10.529833 -5.006411 -0.2 -0.2 0.1 0.0897
F -1.591292 8.277554 -3.730993 0.1 0.2 -0.1 0.1341
F -3.438824 8.018026 -4.840325 -0.1 0.1 -0.4 0.1027
O -0.293697 6.386742 -5.202865 0.3 1.1 0.0 0.0379
C 0.907191 6.838050 -5.763712 -1.4 -0.8 -0.2 -0.5290
C 1.804072 7.523490 -4.729150 0.4 0.1 0.5 -0.2865
F 1.205499 8.598051 -4.185750 -0.3 0.1 -0.1 0.1021
F 2.944290 7.954834 -5.315020 0.0 -0.1 -0.3 0.0971
F 0.671709 7.599510 -6.841609 0.1 0.5 0.0 0.1494
F 1.544840 5.741702 -6.216377 0.3 0.0 0.2 0.1483
H -2.261654 6.117192 -5.361824 0.1 0.1 0.2 0.1311
H -1.616750 6.940121 -6.737034 0.2 0.3 0.0 0.1440
H -2.399042 9.492298 -6.699926 0.0 -0.1 0.0 0.1707
H 2.059790 6.833019 -3.923200 -0.1 -0.2 -0.1 0.1770
```
Positions in Å, forces in eV/Å.

Calculated values
energy = -8395.2747 a.u.
relative energy (zero: lowest compared OMol25 entry of this formula, charge and spin) = 0.000 eV
total charge = -1
LUMO energy = 1.620 eV
HOMO level = -3.48 eV
Kohn-Sham gap = 5.099 eV